# 1
ORCA calculation (ωB97M-V/def2-TZVPD) on one molecule with the formula C4H9ClN2.

Computed properties:
HOMO energy: -9.493 eV
SMILES: CC/C=N/[C@@H](N)Cl
Kohn-Sham gap: 10.32 eV
Energy relative to the best compared isomer or geometry (same formula, charge and spin): 40.4 kcal per mole
Strongest force on any atom: 0.11303 Eh/bohr
Molecular weight: 120.58 g/mol

Last column: natural (NBO) charge in e.
Positions of all 16 atoms, in Å:
C (-2.10081, 0.57094, -0.69603)  -0.61
C (-1.25491, 0.46768, 0.60233)  -0.48
C (0.21062, 0.54270, 0.38017)  0.18
N (1.02613, -0.26480, 0.88397)  -0.49
C (2.36720, -0.28951, 0.69334)  0.11
N (2.58062, -1.72617, -0.28009)  -0.82
Cl (3.26296, 1.03662, -0.21170)  -0.08
H (-1.70523, -0.27606, -1.34803)  0.22
H (-3.19216, 0.41991, -0.31230)  0.23
H (-1.90604, 1.55469, -1.09770)  0.22
H (-1.47828, 1.25387, 1.41201)  0.22
H (-1.41152, -0.40468, 1.21452)  0.22
H (0.58204, 1.54794, -0.28400)  0.15
H (2.83254, -0.65290, 1.73378)  0.23
H (2.76156, -2.58326, 0.32816)  0.35
H (1.69832, -1.86778, -0.64783)  0.34

Force components x, y, z for each atom (eV/Å):
-0.3 -1.6 2.1
0.0 1.0 1.5
0.8 3.4 -1.8
-1.7 0.5 0.0
2.9 -5.0 0.0
2.6 1.8 3.2
-0.7 -0.8 0.9
-1.0 1.3 0.4
1.8 0.3 -1.4
-0.4 0.1 -0.5
0.1 -0.4 -1.5
-0.4 -0.9 -0.3
-0.7 -2.7 1.6
-0.3 1.6 -2.5
-0.3 1.8 -0.6
-2.3 -0.2 -0.9

---

# 2
ORCA calculation (ωB97M-V/def2-TZVPD) on a 2-piece molecular cluster, C29H65BBr2F3IN4O3P2SSi2 overall.

Computed properties:
HOMO energy: -5.097 eV
Kohn-Sham gap: 4.05 eV
Strongest force on any atom: 0.03459 Eh/bohr
Molecular weight: 1022.57 g/mol

Last column: Mulliken charge in e.
Positions of all 113 atoms, in Å:
C (1.45081, -5.89789, 0.25234)  -0.56
O (1.79324, -4.62403, -0.23805)  -0.31
C (1.64225, -3.61351, 0.73034)  -0.10
C (2.08264, -2.28276, 0.13608)  -0.44
C (1.57873, -2.03209, -1.28577)  -0.97
C (1.96100, -0.63210, -1.79975)  0.41
C (0.80671, 0.39621, -1.83308)  0.04
C (1.08433, 1.69984, -1.06457)  -1.45
C (-0.08193, 2.11169, -0.16474)  -0.47
C (-0.17803, 1.13108, 1.00828)  -0.96
C (-1.43304, 1.20699, 1.89995)  0.99
S (-1.47141, 2.83967, 2.73472)  -0.11
N (-2.59784, 1.09016, 0.92218)  0.50
C (-3.94879, 0.53874, 1.36363)  1.29
C (-4.66406, 1.63671, 2.15882)  -1.10
C (-6.09724, 1.40064, 2.65518)  -1.05
C (-7.21380, 1.69832, 1.63849)  -1.31
I (-8.54386, 0.05137, 1.31862)  0.02
P (-4.87974, 0.17161, -0.22741)  -0.18
N (-3.64503, -0.74254, -1.00041)  -0.58
O (-4.58030, 1.68479, -0.84177)  -0.64
C (-3.64359, -0.79334, 2.06313)  -0.90
C (-4.86830, -1.70512, 2.29777)  -0.72
C (-4.77683, -3.08544, 1.61810)  -1.62
C (-3.96806, -4.13281, 2.40770)  0.66
F (-3.66195, -3.71281, 3.67496)  -0.15
Br (-5.01595, -5.77116, 2.63303)  -0.05
C (-2.61092, -4.47498, 1.75762)  -0.05
F (-1.98207, -3.30424, 1.47670)  -0.01
F (-1.84252, -5.11523, 2.63332)  -0.26
Br (-2.69629, -5.48153, 0.10985)  -0.05
C (-2.74581, -0.63540, 3.31468)  -0.51
P (-3.70145, -0.10301, 4.82557)  0.45
C (-3.08519, 1.39610, 5.66746)  -1.31
C (-3.54611, -1.45676, 6.04969)  -1.27
C (-1.39326, 0.00102, 2.85931)  -0.90
B (-0.29309, 0.09558, 4.02435)  1.01
N (0.54846, -1.05777, 4.33606)  -0.67
O (-0.16171, 1.23830, 4.74843)  -0.81
H (1.99741, -6.12955, 1.17518)  0.31
H (0.37344, -5.97053, 0.45508)  0.08
H (1.72212, -6.63030, -0.50638)  0.27
H (0.60052, -3.58035, 1.09001)  -0.19
H (2.26708, -3.85113, 1.60568)  0.47
H (3.17525, -2.23586, 0.13794)  0.37
H (1.72142, -1.48180, 0.79683)  0.02
H (2.05000, -2.77849, -1.92809)  0.51
H (0.50072, -2.21763, -1.35861)  0.19
H (2.36494, -0.70344, -2.80841)  -0.60
H (2.74499, -0.23766, -1.15054)  0.38
H (0.58075, 0.62616, -2.87706)  0.70
H (-0.09619, -0.09772, -1.44177)  -0.42
H (1.99248, 1.60566, -0.46388)  0.56
H (1.27774, 2.50556, -1.77699)  0.46
H (0.09459, 3.12144, 0.20954)  0.47
H (-0.97381, 2.08652, -0.80403)  0.10
H (-0.13057, 0.11311, 0.60272)  -0.30
H (0.69399, 1.30686, 1.64425)  0.88
H (-1.74636, 3.54330, 1.62776)  0.21
H (-2.26378, 0.47952, 0.17123)  -0.11
H (-2.77224, 2.00142, 0.49504)  0.86
H (-4.05667, 1.91431, 3.01924)  0.20
H (-4.68740, 2.53450, 1.52493)  0.74
H (-6.22982, 2.11601, 3.47227)  0.53
H (-6.21851, 0.42757, 3.11975)  0.30
H (-6.83202, 1.98148, 0.65824)  0.43
H (-7.86825, 2.48917, 1.99205)  0.61
H (-2.97952, -0.16875, -1.51522)  0.12
H (-4.07472, -1.35593, -1.68441)  0.33
H (-5.14930, 1.85420, -1.60231)  0.36
H (-2.99646, -1.32944, 1.36383)  1.52
H (-5.01204, -1.83647, 3.37142)  0.44
H (-5.78824, -1.24572, 1.93609)  -0.20
H (-4.35404, -2.99737, 0.61543)  0.24
H (-5.79177, -3.46441, 1.50603)  0.80
H (-2.45793, -1.67115, 3.53143)  0.64
H (-2.14085, 1.27020, 6.19773)  0.32
H (-3.85343, 1.61331, 6.41479)  0.51
H (-3.02049, 2.24960, 4.99933)  0.32
H (-3.36678, -1.00327, 7.02896)  0.52
H (-2.70828, -2.12954, 5.85443)  0.30
H (-4.48073, -2.01131, 6.10166)  0.34
H (-0.97692, -0.79189, 2.22107)  -0.25
H (1.45403, -1.06949, 3.88128)  0.26
H (0.09792, -1.93992, 4.12071)  0.24
H (0.66866, 1.28047, 5.23682)  0.26
C (3.56266, 0.20572, -5.28605)  -0.89
Si (5.20606, 1.03450, -4.79879)  -0.06
C (6.57259, -0.18400, -5.30269)  -1.06
C (5.18877, 1.06962, -2.89360)  -0.84
N (5.29012, 2.53438, -5.49992)  -0.06
Si (6.49002, 3.68317, -5.37449)  0.12
C (8.19375, 3.13293, -6.01218)  -1.05
C (6.78498, 4.33584, -3.60910)  -1.05
C (6.02423, 5.20445, -6.40365)  -1.02
H (3.45016, -0.79145, -4.83985)  0.20
H (2.72174, 0.82646, -4.96082)  0.11
H (3.50682, 0.09691, -6.37095)  0.34
H (6.34359, -1.21155, -4.99364)  0.32
H (7.53114, 0.08445, -4.85117)  0.30
H (6.69048, -0.17707, -6.38791)  0.28
H (4.47449, 1.81897, -2.54044)  0.18
H (6.17312, 1.31145, -2.48543)  0.40
H (4.89474, 0.09326, -2.48425)  0.22
H (8.66466, 2.41618, -5.33357)  0.30
H (8.88026, 3.98104, -6.11824)  0.34
H (8.08920, 2.65879, -6.99042)  0.26
H (5.83003, 4.58215, -3.13825)  0.24
H (7.40575, 5.23951, -3.60980)  0.36
H (7.29280, 3.59314, -2.98718)  0.29
H (5.08016, 5.62409, -6.04758)  0.25
H (5.89915, 4.92237, -7.45148)  0.26
H (6.78755, 5.98909, -6.35044)  0.27

Force components x, y, z for each atom (eV/Å):
0.0 0.0 0.0
0.0 -0.1 0.0
0.1 0.0 0.1
-0.3 0.0 0.1
0.4 -0.1 -0.2
-0.4 0.0 0.0
0.1 -0.2 0.0
-0.1 0.1 -0.3
0.3 -0.2 0.1
-0.2 0.3 -0.2
0.5 0.2 0.0
-0.3 -0.1 0.1
-0.4 -0.1 0.3
0.0 -0.1 0.2
-0.1 0.3 -0.1
-0.2 0.3 0.1
0.1 -0.1 0.0
0.0 0.0 0.0
0.3 -0.2 0.0
-0.4 0.2 -0.3
-0.2 0.1 -0.2
0.1 -0.1 0.2
0.1 0.0 -0.1
-0.1 0.1 0.3
-0.5 -0.4 -0.2
0.0 0.2 -0.1
0.2 0.2 0.0
0.1 -0.1 -0.2
0.1 0.1 0.1
0.1 -0.2 0.1
-0.1 0.2 0.1
0.7 0.1 -0.1
-1.7 0.3 -0.5
0.5 -0.3 0.5
0.7 0.2 0.3
-0.3 -0.2 0.1
0.2 -0.4 0.3
-0.4 0.2 -0.3
0.3 0.3 -0.7
0.0 0.0 0.0
0.1 0.0 0.0
0.0 0.0 0.0
0.0 0.0 -0.2
-0.1 0.0 0.0
-0.1 0.1 0.0
0.1 0.0 0.1
-0.1 0.0 0.0
0.0 0.1 0.1
0.2 0.0 0.1
0.2 0.0 -0.2
0.0 0.1 0.1
0.0 0.1 0.0
0.0 0.0 0.0
0.1 0.0 0.1
-0.2 0.0 -0.1
-0.1 0.2 0.1
0.1 0.0 0.1
0.0 -0.2 0.0
0.0 0.0 -0.1
0.0 -0.1 0.1
0.1 0.0 -0.1
0.0 -0.1 0.0
0.1 0.0 0.1
0.0 -0.1 0.0
0.1 0.0 0.0
-0.1 0.0 0.1
0.1 0.0 -0.1
0.1 -0.1 -0.1
0.2 -0.2 0.1
0.1 0.2 0.0
-0.1 0.1 -0.1
-0.1 0.0 -0.1
0.0 0.0 0.0
0.0 0.0 0.0
0.1 0.0 0.0
-0.1 0.1 0.2
0.0 0.1 -0.1
0.0 0.0 -0.1
0.0 0.0 -0.1
-0.1 -0.1 0.0
-0.1 -0.1 0.0
0.1 -0.1 -0.1
0.0 0.1 0.0
0.2 0.0 0.3
0.1 -0.1 -0.2
-0.1 -0.2 0.3
0.1 -0.3 0.2
-0.2 0.6 -0.4
-0.1 -0.2 0.2
0.0 -0.4 0.1
0.3 -0.1 0.3
-0.5 -0.1 -0.2
0.1 0.2 0.1
0.2 0.1 -0.1
0.2 0.1 0.1
0.0 0.0 -0.1
0.0 0.0 0.0
0.0 0.0 0.0
0.0 0.0 0.0
0.0 0.1 -0.1
0.0 0.0 0.0
0.0 0.0 0.0
0.0 0.1 0.0
0.0 0.0 0.0
0.0 -0.1 0.0
0.0 0.0 0.0
0.0 0.0 0.0
0.0 0.0 0.0
0.0 0.0 0.0
-0.1 0.0 0.0
0.0 0.0 0.0
0.0 0.0 0.0
0.0 0.0 0.0